1.
This record from the OMol25 dataset describes C5H11NO in the gas phase. The level of theory is wB97M-V/def2-TZVPD.

Results
E_HOMO	-9.6	eV
energy above the lowest of the compared OMol25 structures with the same formula, charge and spin	29.6	kcal per mole
structure (SMILES)	CNC(=O)C(C)C
calculated total energy	-327.08420	a.u.

ORCA input file:
```
! wB97M-V def2-TZVPD RIJCOSX def2/J DEFGRID3
* xyz 0 1
O -0.4483 1.0866 0.9685
N -0.2459 -1.2015 1.1605
C -0.1961 0.0278 0.4325
C -0.7704 0.5588 -1.9611
C 0.3458 0.0619 -1.0305
C -0.5404 -1.1926 2.6815
C 1.5426 1.0355 -1.0950
H -1.0122 -1.8206 1.0545
H -1.6288 -0.1201 -1.9433
H 1.2381 2.0272 -0.7447
H 1.9094 1.1391 -2.1250
H -1.5565 -1.5142 3.0349
H 0.6779 -0.9311 -1.3551
H 0.1499 -1.9233 3.1118
H -0.3836 -0.1998 3.0755
H -0.4202 0.6330 -2.9983
H 2.3840 0.6986 -0.4805
H -1.1051 1.5520 -1.6416
*
```


2.
This record from the OMol25 dataset describes 3 unconnected molecules or ions with the total composition C14H30NO6. The level of theory is wB97M-V/def2-TZVPD.

Results
E_HOMO	-2.5	eV
calculated total energy	-1057.37307	a.u.

ORCA input file:
```
! wB97M-V def2-TZVPD RIJCOSX def2/J DEFGRID3
* xyz -1 1
O 4.9390 -1.9063 -0.2444
O 3.3019 -2.7367 -2.7071
O -5.5154 0.3879 0.2848
O 2.2252 -0.6634 -0.9474
O -2.5953 0.4667 0.2583
O -4.0975 2.4689 2.0362
N 0.9817 2.5371 1.8126
C 3.4176 0.0769 -0.7285
C 4.6958 -0.7234 -1.0032
C 1.4148 -0.8016 0.2112
C -3.5863 1.1956 2.4142
C -1.7180 1.2050 -0.5727
C -6.3777 -0.3423 1.1423
C -2.3754 0.6399 1.6558
C 3.7260 2.9086 1.9258
C 4.1353 -2.6121 -3.8423
C -5.7701 1.7863 0.2445
C 3.7817 -3.6300 -1.7071
C 2.4454 2.6187 1.7874
C -4.5843 2.6399 0.7098
C 4.0090 -2.9763 -0.3386
H 5.5374 -0.0584 -0.7792
H 4.2030 -1.5513 -4.1016
H 0.6469 3.5234 1.8053
H -6.8636 0.2862 1.8944
H -3.2761 1.3063 3.4579
H 4.8007 -0.9445 -2.0642
H 0.5745 -0.1085 0.1506
H 4.8363 3.1518 1.7845
H 4.7035 -4.1256 -2.0367
H 3.0663 -2.6834 0.1144
H -2.3077 1.6561 -1.3779
H 1.9675 -0.6396 1.1407
H -2.1543 -0.3521 2.0623
H -4.3949 0.4701 2.4434
H 1.0155 -1.8202 0.2278
H 5.1506 -2.9834 -3.6726
H 3.6804 -3.1352 -4.6861
H 3.4542 0.5007 0.2833
H -5.7811 -1.0943 1.6644
H 3.0146 -4.4011 -1.5846
H -1.5007 1.2772 1.8376
H -4.9088 3.6855 0.6542
H 3.3966 0.9157 -1.4274
H -5.9670 2.0375 -0.8002
H -3.7556 2.5760 0.0074
H -0.9942 0.5272 -1.0271
H -1.1990 2.0093 -0.0426
H -7.1311 -0.8619 0.5444
H -6.6681 2.0561 0.8170
H 4.4009 -3.7594 0.3190
*
```


3.
This record from the OMol25 dataset describes 2 unconnected molecules or ions with the total composition C3H8OS. The level of theory is wB97M-V/def2-TZVPD.

Results
E_HOMO (spin up / spin down)	-7.5 / -7.3	eV
energy above the lowest of the compared OMol25 structures with the same formula, charge and spin	97.2	kcal per mole
calculated total energy	-592.22710	a.u.

ORCA input file:
```
! wB97M-V def2-TZVPD RIJCOSX def2/J DEFGRID3
* xyz 0 3
S -0.0285 -0.3040 -0.3202
O 2.1657 0.4112 -0.7740
C -1.4753 -0.3417 -1.2860
C -0.1895 1.2867 0.4860
C -0.0398 -1.2852 1.0270
H -1.1962 1.6198 0.6629
H -1.3304 0.3559 -2.0255
H -1.8894 -1.3392 -1.7257
H 2.6856 -0.1605 -0.1072
H 0.2061 -2.4082 0.8186
H 0.1810 1.0503 1.4427
H 0.5088 -0.8632 1.7751
H 0.4018 1.9783 0.0263
*
```


4.
This record from the OMol25 dataset describes 2 unconnected molecules or ions with the total composition C5H13NO2. The level of theory is wB97M-V/def2-TZVPD.

Results
E_HOMO	-8.7	eV
energy above the lowest of the compared OMol25 structures with the same formula, charge and spin	89.8	kcal per mole
structure (SMILES)	OC[C@@H]1CCCN1.O
calculated total energy	-403.43343	a.u.

ORCA input file:
```
! wB97M-V def2-TZVPD RIJCOSX def2/J DEFGRID3
* xyz 0 1
O 1.1181 -1.8557 -1.5837
O 2.7994 1.7578 0.1410
N 0.3898 -0.6882 0.8257
C -1.0978 1.2752 0.7172
C 0.1570 0.6119 1.4371
C -1.7404 -0.0522 -0.0999
C -0.5586 -1.0310 -0.2442
C 0.0243 -0.9206 -1.7428
H -1.8033 1.8415 1.3367
H 0.0067 0.7441 2.4823
H 0.6149 -2.6748 -1.4809
H -2.1399 0.2369 -0.9644
H -0.5660 -1.3035 -2.4023
H 1.0160 1.2405 1.1006
H -2.5387 -0.3591 0.5656
H 0.5047 -1.4965 1.3058
H 2.0149 1.0782 -0.1928
H 0.4147 0.0293 -1.9856
H -0.8236 -2.0911 -0.2344
H 2.9978 1.6294 1.0140
H -0.7898 2.0277 0.0050
*
```